No. 1
The following is a DFT calculation (ωB97M-V/def2-TZVPD) of C51H56BrF5N4O3PS2Sc as an isolated structure at a distorted geometry.

Values from the calculation:
**HOMO energy**: -6.527 eV
**LUMO**: -0.1 eV
**Gap between HOMO and LUMO**: 6.4 eV

```
! RIJCOSX wB97M-V def2-TZVPD def2/J DEFGRID3
* xyz 0 1
Sc 0.1574 -0.9463 0.8606
F 6.6761 1.1930 0.3898
C 5.6961 0.8657 -0.4648
C 4.4652 0.4742 0.0041
F 4.2792 0.4251 1.3324
C 3.4633 0.1311 -0.8888
F 2.2569 -0.2454 -0.3410
C 3.6076 0.1468 -2.2816
S 2.3850 -0.2859 -3.4300
C 4.8849 0.5653 -2.6954
F 5.1611 0.6395 -3.9982
C 5.8989 0.9111 -1.8284
F 7.0929 1.2944 -2.2944
C -5.4479 3.6330 -2.6764
C -5.1725 2.1828 -3.1013
C -4.9114 2.1390 -4.6152
C -6.4164 1.3481 -2.8008
C -3.9435 1.6587 -2.3585
C -3.9860 0.5776 -1.4867
C -2.8131 0.1839 -0.8797
Br -2.8713 -1.2487 0.3752
C -1.5657 0.7854 -1.0614
O -0.5184 0.2776 -0.4070
C -1.5179 1.9055 -1.9120
C -2.7104 2.2796 -2.5317
C -0.2826 2.7888 -2.2025
C 0.0383 2.7118 -3.7032
C 0.9857 2.3972 -1.4437
C -0.6109 4.2419 -1.8107
H -6.3091 4.0304 -3.2211
H -4.5921 4.2809 -2.8796
H -5.6682 3.6867 -1.6059
H -5.7911 2.4928 -5.1605
H -4.6925 1.1186 -4.9398
H -4.0657 2.7699 -4.8980
H -7.2713 1.7669 -3.3362
H -6.6596 1.3520 -1.7341
H -6.2931 0.3108 -3.1253
H -4.9023 0.0442 -1.2695
H -2.6683 3.1315 -3.1998
H 0.3337 1.6957 -3.9776
H 0.8789 3.3726 -3.9317
H -0.8091 3.0120 -4.3271
H 1.3354 1.4076 -1.7353
H 0.8417 2.4280 -0.3636
H 1.7688 3.1165 -1.6992
H -1.4627 4.6483 -2.3610
H 0.2551 4.8757 -2.0171
H -0.8292 4.3165 -0.7394
C 7.5289 -3.9463 1.9228
C 6.1050 -3.5063 2.1407
C 5.5163 -3.5731 3.3986
C 4.2067 -3.1609 3.6021
C 3.4864 -2.6815 2.5199
C 4.0507 -2.5974 1.2513
C 5.3541 -3.0092 1.0716
S 1.8450 -2.1673 2.8038
O 1.6066 -2.1465 4.2195
O 1.7055 -0.8172 2.1550
N 0.9226 -3.1442 1.9529
C -0.3668 -3.2558 2.4999
C -0.9593 -4.4889 2.7647
C -2.2009 -4.5015 3.3598
C -2.8303 -3.2938 3.6770
C -2.2018 -2.1231 3.3287
N -1.0030 -2.1016 2.7270
H 7.9858 -4.2893 2.8505
H 8.1303 -3.1257 1.5275
H 7.5741 -4.7618 1.1977
H 6.0928 -3.9438 4.2389
H 3.7477 -3.1992 4.5806
H 3.4943 -2.1840 0.4210
H 5.8035 -2.9313 0.0870
H -0.4187 -5.3945 2.5233
H -2.6809 -5.4445 3.5925
H -3.7947 -3.2689 4.1653
H -2.6735 -1.1615 3.4953
C -0.3410 -1.9611 -2.2407
C -0.1658 -2.8964 -3.4593
N 0.2521 -4.2366 -3.0356
C 1.5718 -4.1348 -2.4071
C 1.5504 -3.1033 -1.2527
N 0.1587 -2.6260 -1.0043
C -0.6560 -3.8445 -0.7622
C -0.6941 -4.7263 -2.0373
H -1.3886 -1.7075 -2.0802
H 0.2266 -1.0441 -2.3778
H 0.5953 -2.4982 -4.1310
H -1.1002 -2.9843 -4.0170
H 2.2973 -3.8252 -3.1591
H 1.8529 -5.1265 -2.0469
H 2.1484 -2.2406 -1.5321
H 1.9084 -3.5437 -0.3263
H -1.6597 -3.5448 -0.4706
H -0.1990 -4.3767 0.0684
H -1.6919 -4.7249 -2.4810
H -0.4415 -5.7597 -1.7932
C -0.1938 0.8509 4.3399
P -0.5707 1.1733 2.5815
C -2.2926 1.7703 2.6054
C -3.1348 1.5438 3.6927
C -4.4718 1.9260 3.6449
C -4.9790 2.5462 2.5124
C -4.1447 2.7885 1.4272
C -2.8153 2.3974 1.4720
C 0.4263 2.6809 2.2886
C 1.7940 2.4843 2.0800
C 2.6372 3.5604 1.8485
C 2.1196 4.8489 1.8158
C 0.7639 5.0531 2.0314
C -0.0814 3.9757 2.2716
H -0.7298 -0.0246 4.7078
H -0.4267 1.7243 4.9468
H 0.8694 0.6266 4.4088
H -2.7515 1.0783 4.5936
H -5.1142 1.7426 4.4987
H -6.0199 2.8457 2.4777
H -4.5252 3.2795 0.5385
H -2.1790 2.5861 0.6155
H 2.2017 1.4842 2.0904
H 3.6947 3.3891 1.6831
H 2.7717 5.6921 1.6226
H 0.3568 6.0566 2.0108
H -1.1354 4.1562 2.4380
*
```

No. 2
The following is a DFT calculation (ωB97M-V/def2-TZVPD) of C51H56Cl5FGeHfN8O4P as an isolated structure at a distorted geometry.

Values from the calculation:
**HOMO energy (alpha / beta)**: -12.350 / -12.350 eV
**<S²>**: 0.78
**LUMO (alpha / beta)**: -6.7 / -9.1 eV
**Gap between HOMO and LUMO (alpha / beta)**: 5.7 / 3.2 eV

```
! RIJCOSX wB97M-V def2-TZVPD def2/J DEFGRID3
* xyz 2 2
Hf -1.6338 1.0160 -0.3834
Cl -4.7151 3.6736 -6.8533
C -3.8129 3.3000 -5.4610
C -2.9854 4.2725 -4.8894
C -2.2645 4.0003 -3.7534
Cl -1.2962 5.2219 -3.0738
C -2.3326 2.7130 -3.1098
O -1.6922 2.4608 -2.0385
C -3.1867 1.7409 -3.7349
C -3.3115 0.4338 -3.1670
O -2.7533 0.0586 -2.1409
C -3.9023 2.0344 -4.8840
H -2.9230 5.2518 -5.3441
H -3.9436 -0.2796 -3.7096
H -4.5401 1.2749 -5.3195
C -5.8461 -3.1751 -0.2405
N -4.8275 -2.2340 0.1913
C -3.7528 -1.8046 -0.4588
N -3.0980 -0.9208 0.2879
C -3.8627 -0.8554 1.4268
N -4.9040 -1.6358 1.3932
C -5.4275 -4.6306 -0.1643
C -6.4001 -5.6017 0.0460
C -6.0613 -6.9462 0.0693
C -4.7494 -7.3440 -0.1194
C -3.7714 -6.3768 -0.3296
C -4.1130 -5.0258 -0.3489
C -2.3900 -6.7672 -0.5449
N -1.8791 -7.9570 -0.5113
N -0.5537 -7.8361 -0.7700
C -0.3086 -6.5768 -0.9528
O -1.4374 -5.8363 -0.8236
C 0.9796 -5.9764 -1.2534
C 2.1016 -6.7990 -1.2800
C 3.3407 -6.2540 -1.5658
C 3.4631 -4.8984 -1.8159
C 2.3451 -4.0690 -1.7933
C 2.5954 -2.6049 -2.0949
N 1.4373 -1.7264 -2.0522
C 0.6192 -1.4579 -1.0393
N -0.2459 -0.5185 -1.4074
C 0.1157 -0.2472 -2.7020
N 1.1218 -0.9635 -3.1120
C 1.1004 -4.6096 -1.5150
H -6.1234 -2.9280 -1.2672
H -6.7092 -3.0046 0.3980
H -3.4687 -2.1258 -1.4448
H -3.6363 -0.2348 2.2764
H -7.4327 -5.3063 0.1884
H -6.8309 -7.6869 0.2371
H -4.4713 -8.3886 -0.1063
H -3.3250 -4.3024 -0.5028
H 1.9824 -7.8540 -1.0773
H 4.2159 -6.8881 -1.5949
H 4.4375 -4.4790 -2.0389
H 3.0027 -2.4998 -3.0989
H 3.3365 -2.2190 -1.3908
H 0.6727 -1.9339 -0.0740
H -0.3680 0.4789 -3.3312
H 0.2074 -3.9975 -1.5103
O 0.6107 1.7666 -0.2135
P 1.8473 2.4845 0.3578
C 3.1455 2.4441 -0.9723
C 4.3464 3.3995 -0.7799
C 5.6607 2.7458 -0.3484
C 5.9948 1.5459 -1.2240
C 4.8979 0.5017 -1.0631
C 3.5356 1.0451 -1.5010
C 1.5207 4.3138 0.4813
C 1.8696 5.0276 1.7931
C 0.8718 4.7113 2.9080
C -0.5397 5.1190 2.4874
C -0.9199 4.4083 1.1914
C 0.0881 4.6589 0.0747
C 2.3281 1.6804 1.9443
C 3.4919 2.4011 2.6601
C 4.3520 1.4262 3.4709
C 3.4628 0.3659 4.1088
C 2.9228 -0.5570 3.0095
C 2.6565 0.2017 1.6950
H 2.5066 2.8853 -1.7501
H 4.1005 4.1828 -0.0601
H 4.5293 3.8951 -1.7364
H 5.6153 2.4212 0.6945
H 6.4484 3.4970 -0.4167
H 6.9539 1.1232 -0.9238
H 6.0794 1.8532 -2.2706
H 4.8906 0.1866 -0.0187
H 5.1284 -0.3823 -1.6625
H 2.7429 0.3375 -1.2354
H 3.5553 1.1055 -2.5927
H 2.1655 4.7198 -0.3022
H 1.8355 6.1022 1.5903
H 2.8875 4.7961 2.1054
H 1.1661 5.2357 3.8179
H 0.8752 3.6387 3.1254
H -0.5830 6.2012 2.3394
H -1.2545 4.8691 3.2743
H -1.9068 4.7501 0.8631
H -0.9529 3.3250 1.3761
H 0.0719 5.7200 -0.1899
H -0.1956 4.0885 -0.8059
H 1.4306 1.7156 2.5706
H 3.0802 3.1441 3.3437
H 4.1193 2.9357 1.9449
H 4.9164 1.9807 4.2202
H 5.0823 0.9260 2.8272
H 2.6410 0.8462 4.6494
H 4.0279 -0.2142 4.8376
H 2.0161 -1.0427 3.3520
H 3.6542 -1.3434 2.8101
H 1.8405 -0.2666 1.1376
H 3.5506 0.1403 1.0813
F -0.9047 -0.3667 5.7861
C -1.0557 -0.0197 4.5083
C -0.8243 -0.9608 3.5196
C -0.9627 -0.5864 2.1939
C -1.3457 0.7133 1.8121
C -1.5840 1.6165 2.8582
C -1.4317 1.2711 4.1951
H -0.5492 -1.9704 3.7969
H -0.8040 -1.3604 1.4485
H -1.9241 2.6261 2.6667
H -1.6196 1.9828 4.9885
Cl -4.4876 3.3509 1.9094
Ge -3.7593 2.7977 -0.0645
Cl -4.4390 4.4231 -1.3410
Cl -5.2582 1.2658 -0.6726
*
```